Entry 1:
DFT (ωB97M-V/def2-TZVPD) results for a 14-piece molecular cluster, C39H80B2F26N8O19S2 overall at a distorted geometry.

Results
Charge ... +1
⟨S²⟩ ... 0.754
Multiplicity ... 2
E_LUMO (spin up / spin down) ... -0.13719 / -0.15941 hartree

Structure (XYZ):
```
176
C39H80B2F26N8O19S2 | OMol25 | ωB97M-V/def2-TZVPD
C 9.56 0.91 1.51
H 0.37 1.39 3.32
H -1.43 -2.71 5.92
F 0.61 3.41 -5.24
H 0.12 -4.25 -0.41
N 4.34 -0.59 4.90
H -0.36 -2.58 4.51
H 2.92 2.17 -5.46
F 2.75 -1.94 -6.92
N -4.80 -3.21 -3.22
F -7.51 1.09 5.24
H 8.22 -1.89 1.65
H 0.12 -6.51 1.74
F 4.17 -1.84 0.32
C -8.03 1.82 4.26
H -2.20 -3.27 3.04
H 3.08 -4.56 -0.75
C 1.32 -4.65 1.26
H -4.79 -4.22 -3.24
H 1.70 -0.62 2.70
F -4.92 -7.14 3.96
H -4.17 -4.93 -1.09
F -1.39 -5.11 -0.87
C -1.39 -2.47 4.85
B -1.33 -5.01 -2.25
H -4.58 0.52 2.44
C 2.31 -1.07 3.49
H 4.77 4.13 -2.69
H -0.75 -5.04 1.84
O -0.34 0.82 -0.69
H -1.67 0.11 -3.76
F -9.24 1.34 3.91
H 2.98 4.00 -1.00
F 2.02 4.76 6.50
H -3.92 -3.02 -3.69
C -6.10 -2.67 -3.81
C 2.90 2.61 6.33
H -2.77 3.33 -7.21
C -5.55 -1.21 1.67
H 3.89 3.65 -5.58
O -7.37 3.10 2.07
H 1.79 3.87 4.27
F -8.32 2.97 4.89
H -3.34 -3.11 4.30
C 1.40 5.62 -4.38
C -2.74 -5.90 3.98
C -2.17 2.42 -7.33
O -3.25 1.93 -5.21
H -5.36 -3.95 -0.12
H 9.45 1.83 2.07
F -4.36 -5.56 5.53
C 1.39 2.88 4.46
S 2.09 -0.55 -0.98
F 3.71 4.63 5.26
S -0.39 -0.63 -0.68
C -4.21 1.81 -1.36
O 2.41 2.18 5.09
H -3.81 0.80 -1.50
O 4.76 1.40 -3.47
O 2.37 -4.37 1.86
H 9.31 -1.40 0.55
H -6.16 -3.10 -4.81
H -0.40 1.21 -4.08
N 1.08 -1.55 -0.52
O -4.40 -1.66 -1.53
H 6.35 -0.94 4.24
N 1.09 -4.20 -0.14
C 4.27 2.44 -3.89
H -5.70 3.79 -0.46
H 2.26 -2.10 3.12
H 3.88 -0.06 5.62
H -0.78 0.26 -6.55
H 4.28 -1.55 5.23
H 1.96 1.72 2.72
O 1.18 5.40 -2.97
C 3.69 -0.50 3.56
H -4.68 -1.87 1.72
F -0.69 -3.81 -2.56
C -0.12 5.41 -2.40
H 7.51 -0.67 -1.04
H 2.00 2.49 6.94
H -3.76 -3.52 -0.05
F 0.88 -0.76 -6.87
C -4.02 2.52 -0.05
H 6.36 -1.20 0.23
C 3.18 4.12 6.40
H 2.25 2.82 -2.05
C 0.25 -5.46 2.00
H -2.18 -0.32 -6.12
C -2.35 1.67 -6.04
C 1.09 2.20 3.16
F -0.95 -0.73 2.05
O 4.40 -0.17 2.58
H 1.15 -3.19 -0.18
F -4.80 -4.96 3.54
H 0.46 -5.39 3.07
H -6.48 -1.76 1.79
F 2.89 0.32 -6.50
H -3.35 5.02 0.85
F -1.70 -2.46 0.88
O 1.93 0.00 -2.31
C -2.32 -3.46 4.10
O 2.37 0.48 0.04
H 10.01 1.00 0.52
H -1.33 4.56 -0.81
H -5.26 1.65 -1.64
H 4.64 1.98 -5.90
H 1.86 -4.46 -2.06
N 8.40 -1.21 0.94
C -4.17 5.01 0.13
C 7.36 -1.34 -0.20
H -4.85 5.82 0.38
H 0.46 3.03 5.02
H -6.10 2.46 3.44
C -4.47 -3.94 -0.76
O -6.71 0.85 2.30
H 0.74 2.89 2.40
C 8.28 0.19 1.50
O -3.02 2.37 0.61
N -4.95 3.68 0.20
H -0.32 6.38 -1.96
F 4.71 -0.63 -1.35
H 0.36 4.44 -0.44
C 2.09 -4.87 -1.08
F 2.02 -1.05 -5.00
C 3.85 -1.51 -0.96
B 2.19 -0.80 -6.32
H -7.01 -2.99 -3.30
O -1.90 -7.00 4.27
H -1.14 2.57 -7.64
C -1.51 -1.14 0.88
C -4.28 -5.94 4.30
H -0.87 5.21 -3.17
H 3.43 4.33 -3.45
F -2.58 -4.93 -2.81
C -5.53 0.02 2.65
H 1.09 6.65 -4.51
H -3.74 2.41 -2.14
H -5.58 -0.87 0.63
O 3.89 1.63 6.71
H 1.79 -0.90 4.43
F 3.65 -2.59 -1.73
H -2.63 1.80 -8.10
C -7.06 2.10 3.06
H 2.01 -5.96 -1.03
H -6.14 -1.58 -3.89
O -2.05 -4.75 4.57
C -4.64 -2.79 -1.75
H 6.05 0.77 4.96
C 3.92 2.59 -5.34
H -3.69 5.18 -0.83
F 3.99 4.48 7.36
F 0.92 4.97 -6.54
F -2.73 -0.50 0.79
H -5.42 3.56 1.08
F -0.55 -5.99 -2.84
H -2.62 -5.77 2.90
F -0.82 4.97 -5.32
O 2.78 5.64 -4.63
H -0.32 3.34 -1.60
C 3.20 3.13 -1.62
H 7.42 -2.39 -0.47
O 7.26 0.72 1.87
H 10.34 0.28 1.94
H -0.19 -0.55 -4.54
N 3.94 3.63 -2.93
C 0.50 4.75 -5.31
H 3.82 2.31 -1.23
H -1.77 -1.46 4.71
N -1.51 0.38 -5.87
C -0.35 4.38 -1.26
C 5.84 -0.30 4.96
H 6.16 -0.65 5.94
H -5.38 -0.31 3.68
O -1.11 -1.23 -1.83
C -0.87 0.30 -4.47
```

Entry 2:
DFT (ωB97M-V/def2-TZVPD) results for an isolated ion of composition C5H9N2 and charge +1 at a distorted geometry.

Results
Charge ... +1
E_LUMO ... -0.17511 hartree
Energy above the lowest of the compared OMol25 structures with the same formula, charge and spin ... 5.0256 eV

Structure (XYZ):
```
16
C5H9N2 | OMol25 | ωB97M-V/def2-TZVPD
H -1.87 -1.35 -0.32
H -2.48 0.14 0.24
H -1.65 -0.01 -1.34
H 0.62 3.08 -0.07
N 2.27 0.43 -0.26
H -0.64 -0.14 1.51
C 0.65 -1.36 0.15
H 0.49 -1.99 -0.77
C 0.29 1.09 0.15
C -0.34 -0.20 0.36
H -1.08 2.50 -0.03
C 2.06 -0.75 -0.07
H 2.88 -1.47 -0.25
H 0.45 -1.90 1.12
C -1.63 -0.34 -0.37
N -0.04 2.27 -0.05
```

Entry 3:
DFT (ωB97M-V/def2-TZVPD) results for C2H6ClOP as an isolated structure at a distorted geometry.

Results
E_LUMO ... 0.02772 hartree
Energy above the lowest of the compared OMol25 structures with the same formula, charge and spin ... 3.7678 eV

Structure (XYZ):
```
11
C2H6ClOP | OMol25 | ωB97M-V/def2-TZVPD
H -1.14 -0.63 0.87
H -0.17 2.29 1.54
O -0.56 -0.17 -1.17
P 0.72 1.29 1.07
C 0.58 -0.96 -1.25
Cl 0.71 0.68 2.98
H 0.79 -0.86 -2.42
H 0.48 -1.93 -0.92
H 1.43 -0.55 -0.87
C -1.04 0.10 0.15
H -1.80 0.74 0.02
```

Entry 4:
DFT (ωB97M-V/def2-TZVPD) results for an isolated molecule of C2H2N2O2 at a distorted geometry.

Results
E_LUMO (spin up / spin down) ... -0.02024 / -0.02037 hartree
Energy above the lowest of the compared OMol25 structures with the same formula, charge and spin ... 2.4375 eV

Structure (XYZ):
```
8
C2H2N2O2 | OMol25 | ωB97M-V/def2-TZVPD
N 0.67 -0.38 -2.61
O -0.37 0.16 1.75
H 1.64 -0.19 0.25
H -1.23 0.31 2.17
O -1.64 -0.09 -0.09
N 0.76 0.16 -1.64
C -0.55 -0.04 0.43
C 0.72 0.06 -0.26
```

Entry 5:
DFT (ωB97M-V/def2-TZVPD) results for Cl2S2 as an isolated structure at a distorted geometry.

Results
E_LUMO (spin up / spin down) ... -0.12895 / -0.12897 hartree
Energy above the lowest of the compared OMol25 structures with the same formula, charge and spin ... 3.5696 eV

Structure (XYZ):
```
4
Cl2S2 | OMol25 | ωB97M-V/def2-TZVPD
Cl 1.37 -0.99 -0.20
S 1.74 0.87 0.16
Cl -1.30 -0.84 -0.28
S -1.81 0.96 0.31
```

Entry 6:
DFT (ωB97M-V/def2-TZVPD) results for C19H21ClNO7RuSeSi as an isolated structure at a distorted geometry.

Results
Charge ... +1
E_LUMO (spin up / spin down) ... -0.20568 / -0.20565 hartree

Structure (XYZ):
```
52
C19H21ClNO7RuSeSi | OMol25 | ωB97M-V/def2-TZVPD
O -1.10 0.04 -1.67
H -3.27 3.98 0.32
C 0.70 1.31 2.64
C -0.12 5.29 1.53
H 3.61 2.32 -0.08
O -0.05 7.13 3.52
C -1.99 -0.44 -0.93
H -0.28 6.33 1.28
C -3.53 3.56 -0.64
H -3.63 -1.55 -1.69
H 5.28 2.00 -0.55
C 0.12 4.94 2.86
H 0.56 3.41 4.26
H -4.68 4.52 -3.67
H -5.50 1.33 -4.40
Cl -4.15 6.09 -1.37
C -4.58 1.91 -4.48
H 0.91 1.14 3.70
O -1.61 -0.82 0.25
C -4.21 2.50 -3.15
H -4.07 -0.33 -0.48
C 0.36 3.65 3.22
O 0.28 5.63 5.04
C 4.25 1.68 -0.69
C -3.42 2.20 -0.87
C 5.06 -1.32 -1.18
N 0.11 5.99 3.89
Se 1.89 -0.67 -1.10
H 3.99 1.84 -1.74
C -0.14 4.32 0.55
H 3.55 -1.43 1.79
C -3.99 4.38 -1.65
H -0.33 4.56 -0.48
O -0.07 2.10 -0.10
H -4.74 2.70 -5.21
H -3.06 1.57 -0.07
O 0.83 0.34 1.88
H 6.13 -1.16 -1.00
Si 4.07 -0.10 -0.20
C -4.33 3.86 -2.89
C 0.06 2.98 0.89
H 3.29 0.29 2.09
C -3.76 1.67 -2.11
H 4.82 -2.34 -0.88
O -3.69 0.33 -2.42
C 3.95 -0.43 1.62
H 4.88 -1.22 -2.25
C 0.35 2.64 2.24
C -3.44 -0.53 -1.35
H 4.92 -0.37 2.10
Ru 0.12 0.23 -0.02
H -3.80 1.24 -4.84
```

Entry 7:
DFT (ωB97M-V/def2-TZVPD) results for C4H13NO3 as an isolated structure at a distorted geometry.

Results
E_LUMO ... -0.18267 hartree
Energy above the lowest of the compared OMol25 structures with the same formula, charge and spin ... 8.4114 eV

Structure (XYZ):
```
21
C4H13NO3 | OMol25 | ωB97M-V/def2-TZVPD
H -0.07 -1.16 -3.11
O 1.77 2.29 -0.48
H -0.93 1.63 -0.07
C 0.45 0.21 0.75
C 1.88 1.16 -0.87
N 1.23 0.02 -0.36
H 2.53 0.91 -1.71
H 1.20 -0.05 -3.58
H -0.02 0.43 -2.42
O 0.04 -0.88 3.28
C 0.14 -0.12 -3.35
H -0.85 -1.32 2.75
H 0.24 -1.21 4.16
H 0.38 -0.75 1.31
H -1.55 0.79 1.36
H -1.56 -0.07 -0.12
C -1.00 0.66 0.43
H 0.99 0.89 1.43
O -1.95 -1.52 2.17
H -2.47 -2.21 2.59
H -0.45 0.28 -4.16
```

Entry 8:
DFT (ωB97M-V/def2-TZVPD) results for an isolated molecule of C3H9NO at a distorted geometry.

Results
E_LUMO ... 0.03708 hartree
SMILES ... CNCCO
Energy above the lowest of the compared OMol25 structures with the same formula, charge and spin ... 1.6288 eV

Structure (XYZ):
```
14
C3H9NO | OMol25 | ωB97M-V/def2-TZVPD
C -0.29 0.39 0.03
H -1.84 -0.52 -1.10
H -1.28 2.07 -1.75
H 0.09 -1.64 0.07
C -1.03 0.20 -1.28
N 0.56 -0.76 0.24
H -0.81 0.59 0.99
H 2.32 -0.14 1.19
C 1.42 -0.72 1.38
O -1.83 1.29 -1.73
H 1.66 -1.74 1.70
H -0.18 0.02 -1.95
H 0.89 -0.35 2.29
H 0.32 1.32 -0.06
```

Entry 9:
DFT (ωB97M-V/def2-TZVPD) results for C14H9BrF6FeN6O6S4 as an isolated structure.

Results
⟨S²⟩ ... 6.007
Multiplicity ... 5
E_LUMO (spin up / spin down) ... 0.00143 / 0.00064 hartree
Energy above the lowest of the compared OMol25 structures with the same formula, charge and spin ... 0.0000 eV

Structure (XYZ):
```
47
C14H9BrF6FeN6O6S4 | OMol25 | ωB97M-V/def2-TZVPD
N -1.47 -1.12 -1.59
S 0.86 -1.42 2.73
S -1.91 -1.52 2.44
H -1.30 -3.11 -4.28
O -1.80 -0.56 1.34
C 0.30 2.40 -0.02
H 1.44 -3.14 -4.03
H 0.53 7.68 -0.06
O 1.59 -0.55 3.58
C 1.64 -3.08 2.94
C 0.50 6.59 -0.04
C 0.40 3.88 -0.01
C 1.54 4.50 0.48
N -0.59 6.00 -0.51
N -0.60 -1.69 3.25
S -3.25 -2.22 -3.07
F -3.36 -3.11 0.96
C 2.48 -0.90 -1.55
O -3.05 -1.39 3.29
H 4.21 -0.10 -0.82
Br 3.09 6.81 1.11
O -0.79 1.86 -0.41
H 2.73 0.54 -0.16
C 0.66 -1.76 -2.51
H 2.36 3.91 0.87
F 0.98 -3.99 2.22
H -3.31 -0.22 -0.08
H -4.63 -0.86 -0.98
N -3.66 -0.58 -0.96
H -1.53 4.20 -0.87
F 1.64 -3.44 4.21
C -1.58 -2.50 -3.44
S 3.17 -1.96 -2.74
F -2.13 -4.13 2.42
C -2.17 -3.12 1.56
C -0.80 -1.84 -2.57
O 1.27 1.69 0.35
F -1.23 -3.30 0.63
Fe -0.22 -0.08 -0.17
C 1.59 -2.42 -3.24
C -2.77 -1.22 -1.74
C -0.64 4.67 -0.49
N 3.22 -0.15 -0.72
O 0.93 -1.21 1.29
N 1.17 -0.90 -1.56
C 1.58 5.88 0.46
F 2.89 -3.01 2.50
```

Entry 10:
DFT (ωB97M-V/def2-TZVPD) results for an isolated ion of composition C21H39N4O3S and charge +1.

Results
Charge ... +1
E_LUMO ... -0.11276 hartree
SMILES ... CC[NH+](CC)S(=O)(=O)c1ccc(C)c(NC(=O)CNCCN(C(C)C)C(C)C)c1
Energy above the lowest of the compared OMol25 structures with the same formula, charge and spin ... 1.3918 eV

Structure (XYZ):
```
68
C21H39N4O3S | OMol25 | ωB97M-V/def2-TZVPD
H -1.76 -2.40 -4.05
S 3.90 -0.75 2.31
N -2.30 1.98 -0.20
C -2.92 0.65 -0.18
C -4.05 -2.04 -2.34
C -1.61 -1.58 -2.05
H 4.04 0.64 -2.42
H 4.82 3.41 2.17
H -3.90 -1.25 -4.36
H -1.50 3.42 1.08
H -1.69 -3.75 -1.90
H -0.17 -1.75 -3.65
C -1.24 -2.91 -1.39
C 1.33 -0.44 4.59
H 4.78 1.86 1.34
H -3.60 -3.01 -2.55
H 3.28 2.76 1.61
H 3.46 -0.56 4.95
H -2.21 -0.05 0.26
H -0.55 1.39 -0.88
H 1.01 -0.70 5.60
C -1.63 2.33 1.03
H 2.72 1.00 5.36
H -5.30 -2.27 -4.08
H -2.17 2.03 1.94
H 5.02 1.43 3.74
C -1.24 -1.59 -3.54
C -4.67 -1.51 -3.64
H -4.71 -2.67 -0.38
H -3.00 2.67 -0.45
H -5.89 -2.96 -1.66
O 0.46 1.69 2.06
C 4.24 2.50 2.04
H 1.33 -1.35 4.00
H 0.61 0.27 4.18
N 3.11 0.70 3.31
H -5.65 -1.33 -1.05
C 4.06 1.82 3.39
C 4.08 -0.04 -0.40
C 2.71 0.18 4.64
C 3.30 -0.31 0.70
N -2.99 -1.23 -1.76
H -2.65 0.79 -2.31
H -0.16 -3.04 -1.41
O 5.30 -0.55 2.49
C 1.49 1.54 -2.69
H 2.20 1.65 -3.50
H -1.51 -0.65 -4.01
O 3.26 -1.90 2.83
H 0.65 0.95 -3.05
C 2.12 0.87 -1.52
C -0.25 1.70 1.07
N 0.12 1.19 -0.13
H -5.28 -0.63 -3.46
C 1.94 -0.06 0.71
H 1.12 2.52 -2.42
C -5.15 -2.26 -1.29
H 3.69 2.55 4.11
C 3.45 0.48 -1.53
H 1.34 -0.38 1.54
C 1.37 0.64 -0.35
H -4.29 0.39 -1.83
H 2.25 1.03 2.83
H -1.01 -0.80 -1.56
H -3.82 0.63 0.45
C -3.25 0.19 -1.61
H 5.14 -0.23 -0.39
H -1.58 -2.92 -0.35
```

Entry 11:
DFT (ωB97M-V/def2-TZVPD) results for a 2-piece molecular cluster, C2H5BrSi overall at a distorted geometry.

Results
E_LUMO (spin up / spin down) ... -0.05803 / -0.03486 hartree
Energy above the lowest of the compared OMol25 structures with the same formula, charge and spin ... 4.3943 eV

Structure (XYZ):
```
9
C2H5BrSi | OMol25 | ωB97M-V/def2-TZVPD
C -0.55 0.67 -0.37
C 0.55 -0.27 -1.00
H -1.57 -1.54 2.55
H -1.65 0.71 -0.76
H -0.03 -0.98 -1.54
Si 0.32 -0.51 0.83
H -0.27 1.61 -0.04
Br 1.95 0.20 2.12
H 1.27 0.12 -1.79
```

Repeat the sixth record exactly.
DFT (ωB97M-V/def2-TZVPD) results for C19H21ClNO7RuSeSi as an isolated structure at a distorted geometry.

Results
Charge ... +1
E_LUMO (spin up / spin down) ... -0.20568 / -0.20565 hartree

Structure (XYZ):
```
52
C19H21ClNO7RuSeSi | OMol25 | ωB97M-V/def2-TZVPD
O -1.10 0.04 -1.67
H -3.27 3.98 0.32
C 0.70 1.31 2.64
C -0.12 5.29 1.53
H 3.61 2.32 -0.08
O -0.05 7.13 3.52
C -1.99 -0.44 -0.93
H -0.28 6.33 1.28
C -3.53 3.56 -0.64
H -3.63 -1.55 -1.69
H 5.28 2.00 -0.55
C 0.12 4.94 2.86
H 0.56 3.41 4.26
H -4.68 4.52 -3.67
H -5.50 1.33 -4.40
Cl -4.15 6.09 -1.37
C -4.58 1.91 -4.48
H 0.91 1.14 3.70
O -1.61 -0.82 0.25
C -4.21 2.50 -3.15
H -4.07 -0.33 -0.48
C 0.36 3.65 3.22
O 0.28 5.63 5.04
C 4.25 1.68 -0.69
C -3.42 2.20 -0.87
C 5.06 -1.32 -1.18
N 0.11 5.99 3.89
Se 1.89 -0.67 -1.10
H 3.99 1.84 -1.74
C -0.14 4.32 0.55
H 3.55 -1.43 1.79
C -3.99 4.38 -1.65
H -0.33 4.56 -0.48
O -0.07 2.10 -0.10
H -4.74 2.70 -5.21
H -3.06 1.57 -0.07
O 0.83 0.34 1.88
H 6.13 -1.16 -1.00
Si 4.07 -0.10 -0.20
C -4.33 3.86 -2.89
C 0.06 2.98 0.89
H 3.29 0.29 2.09
C -3.76 1.67 -2.11
H 4.82 -2.34 -0.88
O -3.69 0.33 -2.42
C 3.95 -0.43 1.62
H 4.88 -1.22 -2.25
C 0.35 2.64 2.24
C -3.44 -0.53 -1.35
H 4.92 -0.37 2.10
Ru 0.12 0.23 -0.02
H -3.80 1.24 -4.84
```